(1)
DFT (wB97M-V/def2-TZVPD) results for a 17-piece molecular cluster, H33O17 overall at a distorted geometry.

Properties
**Relative energy (zero: lowest compared OMol25 entry of this formula, charge and spin)**: 355.9 kJ/mol
**LUMO energy**: 0.088 hartree
**2S+1**: 1
**Orbital gap**: 8.6 eV
**Total charge**: -1
**Highest occupied orbital energy**: -0.2279 Ha

CARTESIAN COORDINATES (ANGSTROEM)
O 1.53255 -5.29068 0.17165
O 0.46155 0.64504 -4.56190
O 3.91677 -3.37365 1.56138
O -0.74838 2.67061 3.11690
O 3.36888 -3.51757 -1.66231
O 0.19355 -3.18500 0.42960
O -2.26762 1.22616 5.14875
O -3.34049 1.85636 -4.05738
O -1.87818 0.21767 2.71310
O 0.22281 -0.52337 1.25468
O 4.10513 1.12041 -3.83850
O -0.21088 -1.22689 -2.66957
O 1.32653 1.86527 5.60832
O -1.95796 0.84731 -1.80613
O -5.21534 1.36944 -0.96489
O 2.93496 3.58592 -1.40525
O -1.67694 1.54269 0.58731
H -3.15859 0.99876 5.40633
H -3.72094 2.18846 -3.23095
H 0.65194 1.95184 4.92471
H -2.52192 -0.36580 3.11639
H -1.09350 -0.84645 -2.50995
H 0.52403 0.37075 -5.46612
H -1.41118 1.59505 -2.08409
H -1.79284 2.49027 0.51648
H -2.03292 0.98489 1.39541
H 3.97588 -4.22429 2.00784
H -1.64200 2.77537 2.77727
H 0.29711 -1.04093 -1.87347
H 0.39091 0.11874 -3.75615
H -0.52337 1.88585 2.59639
H 3.22140 -2.91102 2.03891
H 1.04812 -5.17434 0.98916
H -2.20013 1.47020 4.20035
H -2.72085 1.31601 -3.52537
H 3.28269 1.62163 -3.91979
H 0.03009 -0.91137 0.40870
H 0.73249 -2.75839 1.08993
H 3.19726 -3.11957 -0.80258
H -0.57548 -0.31283 1.81083
H 0.84635 -5.25178 -0.49742
H -0.13990 -2.80087 -0.37298
H -1.90813 1.02241 -0.78278
H 3.64625 3.16079 -1.89708
H 2.09138 2.22401 5.14769
H 3.78468 0.27324 -4.17276
H 3.81996 -4.34787 -1.49669
H -5.10705 2.32388 -0.80732
H -5.13291 1.22708 -0.00669
H 3.37425 4.23656 -0.84997

---

(2)
DFT (wB97M-V/def2-TZVPD) results for an isolated ion of composition C6H8N and charge +1 at a distorted geometry.

Properties
**Relative energy (zero: lowest compared OMol25 entry of this formula, charge and spin)**: 621.6 kJ/mol
**LUMO energy**: -0.128 hartree
**2S+1**: 1
**Orbital gap**: 10.0 eV
**Total charge**: +1
**Highest occupied orbital energy**: -0.4954 Ha

CARTESIAN COORDINATES (ANGSTROEM)
N -0.16816 -1.45317 -0.46759
C -0.49405 1.19395 0.67810
C 0.84979 0.32316 0.70860
C 0.21560 -1.11695 1.07997
C -0.48578 0.04172 1.53054
C 0.22674 0.93406 -0.55889
C -0.09955 -0.33575 -1.43131
H 0.51469 1.89001 -1.00282
H 0.61394 -2.10434 -0.68044
H -0.98651 -0.44956 -2.10211
H -1.19272 -1.60531 -0.50184
H 0.72187 -0.35975 -2.03956
H -0.67218 2.20912 0.95920
H 1.65072 0.76368 1.28906
H -0.69439 0.06912 2.53909

---

(3)
DFT (wB97M-V/def2-TZVPD) results for one molecule with the formula C25H21BrN4O2.

Properties
**Relative energy (zero: lowest compared OMol25 entry of this formula, charge and spin)**: 0.0 kJ/mol
**SMILES**: O=C(NCCc1c[nH]c2ccccc12)/C(=C\c1cccnc1)NC(=O)c1ccccc1Br
**LUMO energy**: 0.010 hartree
**2S+1**: 1
**Orbital gap**: 8.2 eV
**Total charge**: 0
**Highest occupied orbital energy**: -0.2920 Ha

CARTESIAN COORDINATES (ANGSTROEM)
Br -1.20905 -1.10099 2.09245
O -0.09969 -0.23229 -1.80989
O 2.86513 0.83998 -1.65879
N 0.86229 -1.46184 -0.15436
N -2.39263 2.20364 2.03462
N 6.87292 -1.54061 0.54136
N 1.43853 1.40646 0.01670
C -1.45205 -1.82198 -0.68335
C -3.13575 1.52967 1.11210
C 5.61083 -1.90000 0.43295
C -4.84413 0.22403 0.12393
C -0.17912 -1.08332 -0.95469
C 1.13631 2.74045 -0.45105
C -3.24299 -2.55125 0.76788
C -2.13101 -2.37992 -1.76197
C 6.16214 0.71745 0.79984
C -4.31850 0.81395 1.25273
C -0.30604 2.82609 -0.96072
C -2.03336 -1.90828 0.57612
C -3.03850 1.04541 -1.26324
C -3.33269 -3.03760 -1.57951
C 3.18101 -1.52255 0.35011
C 4.53180 -1.00978 0.48485
C -4.21092 0.33949 -1.11729
C -2.48135 1.65377 -0.13843
C -3.88667 -3.12622 -0.31316
C 7.14505 -0.25745 0.71301
C -1.29673 2.74408 1.41424
C 4.83724 0.33603 0.69376
C -1.30638 2.43973 0.08299
C 2.12464 -0.86316 -0.14429
C 2.17439 0.53589 -0.71442
H -4.80407 0.72594 2.21408
H 1.83526 2.95679 -1.26104
H 5.43967 -2.95948 0.28559
H -4.82802 -3.63186 -0.16298
H -0.58659 3.31537 1.98120
H 6.42731 1.75149 0.95713
H 0.77082 -2.31072 0.38922
H -3.67777 -2.59558 1.75454
H 4.04886 1.06615 0.78945
H -2.55179 1.11987 -2.22300
H -5.76358 -0.33883 0.19509
H 3.04410 -2.55131 0.66706
H -4.65793 -0.13978 -1.97614
H 0.80386 1.04404 0.71428
H -0.41006 2.14970 -1.81004
H -3.84120 -3.47308 -2.42559
H -0.49765 3.84519 -1.30846
H -1.69345 -2.28403 -2.74395
H 8.19479 -0.00880 0.79557
H 1.30078 3.44827 0.36729
H -2.59806 2.27177 3.01624

---

(4)
DFT (wB97M-V/def2-TZVPD) results for C6H12O as an isolated structure.

Properties
**Relative energy (zero: lowest compared OMol25 entry of this formula, charge and spin)**: 375.9 kJ/mol
**LUMO energy**: 0.036 hartree
**2S+1**: 1
**Orbital gap**: 9.2 eV
**Total charge**: 0
**Highest occupied orbital energy**: -0.3043 Ha

CARTESIAN COORDINATES (ANGSTROEM)
O 0.44792 -0.66631 -1.39808
C -2.36881 0.49539 0.29888
C 2.67469 0.47524 0.04019
C 1.34059 -0.13215 0.31804
C -0.71814 -1.17830 -0.80298
C -1.05588 -0.26508 0.46077
C 0.16202 0.62941 0.48734
H -2.53874 1.16787 1.14619
H 0.18018 1.65813 0.83344
H -0.59177 -2.22942 -0.50277
H 2.59203 1.55062 -0.13777
H -3.22322 -0.18870 0.23932
H 1.36203 -1.18493 0.60119
H -2.36503 1.10281 -0.61589
H 0.27848 0.51253 -0.85099
H -1.10437 -0.89730 1.35722
H 3.33448 0.29058 0.89522
H 3.13247 0.00663 -0.83760
H -1.53891 -1.14701 -1.53172

---

(5)
DFT (wB97M-V/def2-TZVPD) results for a 7-piece molecular cluster, H14O7 overall at a distorted geometry.

Properties
**Relative energy (zero: lowest compared OMol25 entry of this formula, charge and spin)**: 37.0 kJ/mol
**SMILES**: O.O.O.O.O.O.O
**LUMO energy**: 0.021 hartree
**2S+1**: 1
**Orbital gap**: 11.7 eV
**Total charge**: 0
**Highest occupied orbital energy**: -0.4084 Ha

CARTESIAN COORDINATES (ANGSTROEM)
O 3.22196 -0.32517 1.06833
O 0.09898 2.71825 0.11801
O 1.39836 -1.63377 -0.61001
O 2.11822 1.14468 -0.91042
O -1.04830 -2.72329 0.00314
O -2.42900 1.76313 0.08645
O -3.00848 -0.79656 0.12727
H -1.08006 -2.90433 0.97118
H -1.76334 -2.04322 -0.12183
H -2.80341 2.12996 0.90966
H -3.68696 -0.83070 -0.55533
H -1.48007 2.03846 0.13598
H 2.78075 0.88978 -0.24003
H 2.64913 -0.21185 1.86159
H 1.74544 -2.25307 -1.27989
H 0.85001 2.18657 -0.25948
H 0.48778 -2.02707 -0.41323
H 2.76117 -1.06083 0.53669
H 1.68965 0.28993 -1.08710
H 0.16665 3.49462 -0.44548
H -2.66847 0.15448 0.10451

---

(6)
DFT (wB97M-V/def2-TZVPD) results for a 14-piece molecular cluster, C42H84O14 overall at a distorted geometry.

Properties
**Relative energy (zero: lowest compared OMol25 entry of this formula, charge and spin)**: 340.6 kJ/mol
**LUMO energy**: -0.003 hartree
**2S+1**: 1
**Orbital gap**: 9.1 eV
**Total charge**: 0
**Highest occupied orbital energy**: -0.3388 Ha

CARTESIAN COORDINATES (ANGSTROEM)
O -1.67453 7.55740 -5.59662
O -9.68094 0.14941 3.89708
O 6.20539 -3.69135 -0.29204
O 1.80360 -7.88768 1.36880
O 1.20540 6.00761 8.95103
O -0.26336 0.65824 -0.92290
O -8.25769 0.85464 -3.47859
O 4.38505 1.84517 3.77778
O -1.42808 9.98885 2.38686
O -2.01618 0.86148 -9.78019
O 5.18839 -4.46839 -7.56155
O 1.91243 -1.18931 9.17435
O -3.21870 -4.74794 -5.09118
O 4.50958 2.87449 -6.25030
C -0.03181 4.15754 8.03566
C 6.40170 -3.67798 2.17722
C 5.33163 2.51813 3.44690
C 3.40847 -9.28314 0.35248
C -0.36067 -0.05050 0.09672
C -1.69031 1.49456 -8.76680
C 1.54209 -8.01794 -1.00583
C -1.37605 9.14149 3.25889
C -9.31920 -0.52972 4.85837
C 5.92511 2.37410 2.03969
C 0.03175 -1.49562 0.11325
C -0.64768 6.54662 -3.76525
C 2.25453 -1.89095 8.26684
C -0.93479 7.72462 2.90932
C 5.20907 2.12273 -5.57816
C 2.19294 -8.36013 0.30352
C -1.75827 9.52414 4.68177
C -8.43574 -0.22047 -2.91453
C -4.43936 -4.86582 -4.92415
C -5.08650 -5.32873 -3.58977
C 5.90541 3.52715 4.41951
C -1.80797 1.01380 -7.37505
C 6.55014 1.71131 -6.10515
C -10.24079 -0.87331 6.05224
C 1.25221 -2.47509 7.26417
C -2.64161 8.27823 -3.47070
C -7.90030 -1.06191 4.89289
C -1.59839 7.51957 -4.39877
C -7.54365 -0.65884 -1.76416
C -1.33706 3.00671 -8.89688
C 0.36769 5.14135 9.11723
C -5.28417 -4.53709 -6.09469
C 4.72323 -4.96678 -6.52636
C 6.76401 -4.08137 0.75127
C 3.73916 -2.20514 8.04745
C 4.62432 1.42997 -4.36939
C 7.97870 -5.00223 0.62442
C 5.33248 -6.16044 -5.81707
C -0.18555 4.90597 10.49865
C -1.02588 0.56602 1.29813
C -9.36648 -1.20518 -3.53168
C 3.40392 -4.40724 -5.97783
H -4.84738 -4.99474 -6.98231
H 6.19600 -4.55286 2.79397
H 5.34440 0.78913 -3.86054
H 3.12907 -10.20183 0.86827
H 0.75407 4.06166 7.28646
H 5.59754 3.23026 1.44996
H 0.26998 -2.58357 7.72414
H -2.07177 0.27912 1.40715
H -7.80258 -2.00164 5.43645
H 5.85440 -5.87817 -4.90273
H -7.57180 -1.16416 3.85862
H -5.99955 -4.76303 -3.40425
H 8.80164 -4.45797 1.08771
H 4.27484 -1.77940 8.89592
H 4.17297 -8.82828 0.98234
H -8.79060 -2.01957 -3.97126
H 7.28824 1.99350 -5.35437
H 7.01336 2.31294 2.04819
H 0.61766 -1.72365 1.00365
H 4.53867 -6.85936 -5.55350
H -3.38465 8.91751 -3.94748
H -2.13244 8.86858 -2.70890
H 8.21037 -5.21448 -0.41932
H -6.56700 -0.97488 -2.13074
H -1.89797 10.60436 4.64039
H -0.98422 3.19736 -9.91042
H 3.92160 -3.27926 8.08010
H -10.15637 -1.62949 -2.91190
H 0.41568 5.40114 11.26116
H 5.55842 1.42557 1.64736
H 6.98336 3.41168 4.53258
H 5.52524 -3.03120 2.21723
H 2.67154 -5.21021 -5.89440
H -0.94467 4.39520 7.48949
H 0.47891 -8.25273 -1.05700
H 0.05394 7.42992 3.26098
H 6.05965 -6.53998 -6.53489
H -10.64130 0.05312 6.46385
H 1.51426 -3.40553 6.76047
H -1.02865 9.24444 5.44172
H -0.75024 -2.24209 -0.02599
H -6.28888 -4.91582 -5.90699
H 4.09702 -1.75563 7.12118
H -1.21073 5.25954 10.60862
H 3.07014 -3.62295 -6.65722
H -0.10588 3.82430 10.60703
H 0.31671 6.57758 -4.27228
H -2.49197 1.63360 -6.79532
H 6.47268 0.63003 -6.21886
H -11.09395 -1.52723 5.87161
H 7.22445 -3.11331 2.61577
H 1.22802 -1.71371 6.48455
H 1.76302 -6.97176 -1.21746
H -0.85598 7.54540 1.83705
H -2.75036 9.15067 4.93552
H 3.73461 0.87538 -4.66764
H -7.20620 -0.40844 5.42138
H 0.75926 -1.60204 -0.69143
H -7.38630 0.13247 -1.03125
H -4.32947 -5.25975 -2.80858
H 5.69868 4.48905 3.95036
H 1.96285 -8.62955 -1.80394
H -9.65586 -1.29527 6.86950
H -1.68203 7.03872 3.30841
H -7.94582 -1.50430 -1.20598
H 5.41548 3.47879 5.39200
H -5.33406 -6.38943 -3.63136
H -0.25552 3.20341 8.51282
H 7.92154 -5.96667 1.12910
H -0.53528 0.30616 2.23616
H -5.39371 -3.45936 -6.21551
H -1.01353 5.52455 -3.66706
H 3.49817 -3.92324 -5.00574
H 6.71971 2.24337 -7.04123
H 4.22767 2.10011 -3.60671
H -0.81961 1.04379 -6.91640
H -3.32551 7.71060 -2.83968
H -2.27792 3.54329 -8.77453
H -0.45162 6.93613 -2.76628
H -2.13472 -0.02551 -7.34106
H -9.95175 -0.84199 -4.37646
H 3.71696 -9.50592 -0.66895
H -0.99001 1.63830 1.10571
H -0.61132 3.35798 -8.16339